48
Properties=species:S:1:pos:R:3 method="wB97M-V/def2-TZVPD" e_tot_ha=-1232.15029 smiles="COc1ccc(/C=N/Nc2[nH]nc(C)c2C(=O)NCCc2c[nH]cn2)cc1" max_force_ev_per_a=5.203 gap_ev=7.78
C 7.066 4.412 2.112
O 5.692 4.210 2.427
C 5.081 3.180 1.806
C 4.719 3.380 0.457
C 4.118 2.343 -0.308
C 3.779 1.180 0.432
C 2.910 0.160 -0.149
N 2.322 -0.815 0.416
N 1.174 -1.342 -0.201
C 0.260 -2.164 0.431
N 0.419 -2.552 1.703
N -0.651 -3.324 2.138
C -1.428 -3.464 1.084
C -2.586 -4.356 1.045
C -0.983 -2.599 -0.031
C -1.649 -2.327 -1.348
O -0.906 -2.032 -2.264
N -3.012 -2.251 -1.603
C -3.537 -1.515 -2.794
C -4.962 -1.314 -2.394
C -5.181 -0.044 -1.613
C -5.537 1.191 -2.132
N -5.312 2.102 -1.040
C -4.743 1.391 -0.019
N -4.650 0.060 -0.304
C 4.058 0.998 1.809
C 4.666 2.028 2.531
H 7.251 5.472 1.843
H 7.246 3.888 1.246
H 7.571 4.334 3.059
H 4.878 4.294 -0.175
H 3.809 2.515 -1.348
H 2.721 0.336 -1.139
H 0.888 -0.982 -1.147
H 1.396 -2.521 2.008
H -2.676 -4.962 0.086
H -2.475 -4.999 1.923
H -3.474 -3.834 1.299
H -3.621 -2.200 -0.722
H -2.977 -0.558 -3.192
H -3.412 -2.335 -3.553
H -5.623 -1.212 -3.205
H -5.288 -2.133 -1.772
H -5.873 1.373 -3.132
H -5.483 3.152 -1.084
H -4.369 1.701 0.870
H 3.656 0.146 2.323
H 4.728 1.989 3.619